This record from the Open Molecules 2025 dataset describes one molecule with the formula C12H20N4O3 at a distorted geometry. The level of theory is ωB97M-V/def2-TZVPD.

Each line ends with the Löwdin charge.
Geometry (Å):
C 1.5243 -2.5394 0.0226  -0.095
C 1.5280 -2.1653 -1.4479  -0.469
C 0.9286 -3.1378 -2.3797  -0.118
C 0.7905 -0.7304 -1.5030  -0.083
C 1.4734 0.2569 -0.5265  -0.241
N 0.8079 1.5840 -0.4890  0.132
C -0.0475 2.1235 0.4883  -0.363
O -0.7993 3.1207 0.2708  0.008
C -0.1505 1.3759 1.8427  -0.319
N -0.6537 2.3735 2.7971  0.011
C -0.9476 -0.0040 1.7903  -0.072
C -2.3004 0.2695 1.1722  -0.261
C -3.3359 1.1936 1.6601  -0.089
N -4.2583 1.4771 0.6828  0.048
C -3.9174 0.5084 -0.2653  -0.215
N -2.7400 -0.0996 -0.0944  0.072
C 2.9754 0.3860 -0.7736  -0.399
O 3.9784 -0.2473 -0.3552  0.060
O 3.1199 1.4188 -1.6626  0.080
H 1.6895 -3.7044 0.0996  0.114
H 0.5654 -2.0879 0.5892  0.103
H 2.4733 -1.9927 0.3996  0.086
H 2.7098 -2.0081 -1.5626  0.161
H 1.2224 -2.7061 -3.4750  0.128
H 1.2258 -4.2122 -2.2165  0.080
H -0.2226 -3.1918 -2.2928  0.105
H 0.8379 -0.2721 -2.4880  0.119
H -0.2402 -0.7191 -1.2662  0.088
H 1.4472 -0.0988 0.4685  0.090
H 0.5785 2.1790 -1.2604  0.137
H 0.9214 1.1326 2.1543  0.151
H 0.2882 2.8160 3.1325  0.117
H -1.1210 3.1371 2.2463  0.068
H -0.2457 -0.5784 1.1618  0.057
H -1.1804 -0.4118 2.7913  0.128
H -3.4363 2.0030 2.4948  0.137
H -5.1473 2.0113 0.8160  0.170
H -4.4410 0.0779 -1.1471  0.117
H 4.0993 1.4624 -1.8748  0.156

Its total charge is 0. As for the largest force on an atom: 4.3 eV/Å. Its energy above the lowest of the compared OMol25 structures with the same formula, charge and spin is 103.1 kcal/mol. Its structure (SMILES) is CC(C)C[C@H](NC(=O)[C@@H](N)Cc1c[nH]cn1)C(=O)O. The LUMO energy comes out at 0.6 eV. The calculation puts the HOMO-LUMO gap at 8.7 eV. The HOMO energy comes out at -8.113 eV.

=====

This record from the Open Molecules 2025 dataset describes C41H80AlF3O13S as an isolated structure at a distorted geometry. The level of theory is ωB97M-V/def2-TZVPD.

Each line ends with the Löwdin charge.
Geometry (Å):
Al 0.9258 -0.9838 -4.0442  1.256
C -0.9003 1.0820 0.4086  -0.673
F -1.0499 2.1263 -0.3746  0.169
F -0.5182 1.4721 1.6274  0.137
F -2.0607 0.4544 0.5411  0.152
S 0.3734 -0.0961 -0.1747  0.510
O 0.0922 -0.3207 -1.5937  -0.329
O 1.6309 0.6034 -0.0160  -0.260
O 0.2514 -1.2947 0.6254  -0.247
C 0.4034 -5.1445 -1.4340  -0.118
C 0.8592 -5.3962 -2.8686  -0.140
C 1.9429 -4.3568 -3.0639  -0.204
O 1.4146 -3.1961 -2.4330  -0.242
C 0.7818 -3.6642 -1.2166  -0.145
H 0.8459 -5.8046 -0.6944  0.120
H -0.6829 -5.2337 -1.3649  0.102
H 0.0752 -5.2193 -3.6061  0.121
H 1.2256 -6.4073 -3.0480  0.127
H 2.2250 -4.2121 -4.1086  0.129
H 2.9015 -4.6315 -2.5965  0.137
H 0.0052 -2.9412 -1.0033  0.076
H 1.5652 -3.5905 -0.4491  0.134
C -2.9109 -0.0843 6.1928  -0.119
C -2.2068 0.9648 5.3079  -0.149
C -2.5480 0.5748 3.8696  -0.209
O -3.8088 -0.0595 3.9748  -0.109
C -3.8092 -0.8219 5.1768  -0.169
H -3.5568 0.3758 6.9330  0.113
H -2.1418 -0.7144 6.6292  0.106
H -1.1202 0.9538 5.4452  0.103
H -2.4730 1.9935 5.5472  0.114
H -1.8282 -0.1390 3.4419  0.108
H -2.5990 1.4636 3.2450  0.119
H -3.4847 -1.8453 4.9389  0.110
H -4.8442 -0.8929 5.5082  0.129
C 1.5242 -3.0336 5.4290  -0.139
C 0.9985 -2.7599 4.0121  -0.165
C 1.6262 -1.4185 3.7173  -0.222
O 2.9293 -1.5151 4.2292  -0.104
C 2.8967 -2.3311 5.4141  -0.151
H 1.5626 -4.0199 5.8802  0.116
H 0.7982 -2.4759 6.0380  0.110
H -0.0840 -2.6597 3.9360  0.090
H 1.3205 -3.5510 3.3302  0.121
H 1.0779 -0.5440 4.1012  0.132
H 1.6328 -1.3219 2.6268  0.103
H 3.1311 -1.7240 6.2873  0.128
H 3.6539 -3.1052 5.2636  0.126
C 2.7430 3.7387 -2.7108  -0.122
C 3.6773 3.1310 -3.7699  -0.122
C 3.5355 1.6390 -3.4867  -0.186
O 2.1559 1.4883 -3.1668  -0.207
C 1.7995 2.5884 -2.3548  -0.181
H 2.2558 4.6582 -3.0326  0.111
H 3.3149 3.9871 -1.8132  0.117
H 4.6622 3.5774 -3.6684  0.124
H 3.2907 3.2923 -4.7761  0.114
H 4.1555 1.2266 -2.6807  0.123
H 3.8383 1.0680 -4.3674  0.125
H 1.9348 2.2636 -1.3041  0.109
H 0.7291 2.8119 -2.3731  0.114
C 4.8715 -2.1691 -0.7180  -0.143
C 5.8521 -1.8901 -1.8440  -0.142
C 4.9078 -1.7705 -3.0441  -0.168
O 3.6079 -1.4784 -2.5157  -0.193
C 3.7340 -1.2688 -1.1130  -0.205
H 5.2742 -1.9430 0.2699  0.126
H 4.5855 -3.2230 -0.7268  0.120
H 6.6583 -2.6153 -1.9457  0.122
H 6.3948 -0.9487 -1.7145  0.121
H 4.8842 -2.6798 -3.6520  0.126
H 5.2056 -0.9591 -3.7166  0.116
H 2.8097 -1.4323 -0.5575  0.098
H 3.9450 -0.2074 -0.9135  0.120
C 3.3364 2.2373 3.4096  -0.164
C 4.2620 3.2707 4.0360  -0.138
C 5.5645 2.8828 3.3386  -0.190
O 5.1954 2.6087 2.0097  -0.070
C 3.8625 2.0932 1.9853  -0.170
H 2.2761 2.5121 3.3803  0.114
H 3.3092 1.2709 3.9188  0.103
H 4.2372 3.2274 5.1221  0.121
H 3.9931 4.2879 3.7477  0.121
H 6.0805 2.0651 3.8612  0.140
H 6.2727 3.7149 3.3427  0.132
H 3.9373 1.0369 1.6792  0.127
H 3.2668 2.6279 1.2434  0.120
C -4.9444 6.6265 -0.1151  -0.144
C -3.5646 6.1972 0.4014  -0.165
C -3.3544 4.8005 -0.1369  -0.158
O -4.6954 4.2599 0.0329  -0.126
C -5.6662 5.2732 -0.1861  -0.182
H -4.8995 7.0866 -1.1015  0.112
H -5.3344 7.3435 0.6023  0.114
H -3.6484 6.1474 1.4875  0.122
H -2.7812 6.9177 0.1634  0.118
H -2.6378 4.2557 0.4759  0.111
H -3.2239 4.5740 -1.2019  0.114
H -6.4222 5.1693 0.5966  0.129
H -6.1486 5.0938 -1.1521  0.125
C -3.7767 -1.5386 -2.2040  -0.142
C -4.2191 -1.2473 -3.6492  -0.114
C -2.9444 -1.5042 -4.4926  -0.175
O -1.8793 -1.7253 -3.5634  -0.243
C -2.4303 -2.2405 -2.3430  -0.181
H -4.5060 -2.1892 -1.7190  0.108
H -3.7469 -0.6791 -1.5315  0.109
H -4.5250 -0.2190 -3.8169  0.107
H -4.9889 -1.9651 -3.9168  0.115
H -2.6735 -0.6234 -5.0746  0.101
H -3.0390 -2.3510 -5.1771  0.125
H -1.7060 -2.0645 -1.5557  0.081
H -2.6096 -3.3147 -2.4915  0.129
C -0.7966 3.7968 -4.4534  -0.116
C -1.8020 3.1923 -3.4769  -0.142
C -1.7897 1.6796 -3.7674  -0.193
O -0.5485 1.4374 -4.3915  -0.245
C -0.1507 2.5794 -5.1480  -0.155
H 0.0021 4.3711 -3.9861  0.098
H -1.3395 4.4651 -5.1173  0.119
H -2.8290 3.5233 -3.6350  0.116
H -1.6339 3.3250 -2.4074  0.079
H -2.6326 1.4582 -4.4443  0.117
H -1.9557 0.9886 -2.9411  0.111
H -0.4766 2.4587 -6.1856  0.131
H 0.9378 2.6044 -5.1338  0.106
C -3.1861 -4.8218 2.0030  -0.131
C -2.3234 -3.6613 2.5092  -0.131
C -2.7531 -2.4599 1.6393  -0.160
O -3.8395 -2.9003 0.8604  -0.079
C -3.7399 -4.3016 0.6790  -0.175
H -4.0009 -5.0494 2.6866  0.119
H -2.6189 -5.7377 1.8390  0.117
H -1.2552 -3.8829 2.4916  0.095
H -2.4949 -3.4721 3.5718  0.098
H -1.9804 -2.0843 0.9437  0.105
H -3.0549 -1.6263 2.2803  0.109
H -3.0954 -4.5586 -0.1759  0.117
H -4.7369 -4.6822 0.4623  0.134

Its total charge is +2. As for the largest force on an atom: 2.1 eV/Å. Its energy above the lowest of the compared OMol25 structures with the same formula, charge and spin is 0.0 kcal/mol. The LUMO energy comes out at -11.4 eV. The calculation puts the HOMO-LUMO gap at 1.7 eV. The HOMO energy comes out at -13.133 eV.

=====

This record from the Open Molecules 2025 dataset describes a 2-piece molecular cluster, C26H24NO overall at a distorted geometry. The level of theory is ωB97M-V/def2-TZVPD.

Each line ends with the Löwdin charge.
Geometry (Å):
C -3.6823 1.4138 3.7125  -0.077
C -2.6146 0.8737 4.4503  -0.065
C -1.6124 0.1569 3.7941  -0.020
C -1.6404 -0.0167 2.3959  -0.145
C -0.4537 -0.7160 1.7641  -0.344
C -0.4400 -1.0049 0.3748  -0.059
N 0.1749 -2.1434 -0.1148  0.033
C 1.1853 -2.7424 0.5948  -0.006
C 2.0282 -3.6787 0.0334  -0.028
C 1.8816 -4.0393 -1.2901  -0.006
C 0.8256 -3.5075 -2.0400  -0.154
C -0.0898 -2.6015 -1.4285  -0.130
C -1.1767 -2.1093 -2.1476  -0.020
C -1.2982 -2.4012 -3.5107  -0.042
C -0.3888 -3.2693 -4.1403  -0.059
C 0.6495 -3.8288 -3.4181  -0.005
O 0.5106 -0.9605 2.5358  -0.018
C -2.7357 0.4878 1.6768  -0.040
C -3.7570 1.1967 2.3308  -0.078
H -4.4490 1.9921 4.2299  0.106
H -2.5445 1.0064 5.5332  0.110
H -0.7755 -0.2645 4.3559  0.117
H -1.0520 -0.4143 -0.3043  0.082
H 1.3493 -2.3862 1.5965  0.110
H 2.8165 -4.0876 0.6557  0.123
H 2.5688 -4.7399 -1.7568  0.126
H -1.9310 -1.5031 -1.6506  0.114
H -2.1106 -1.9677 -4.0882  0.113
H -0.5068 -3.5220 -5.1935  0.116
H 1.3476 -4.5364 -3.8786  0.127
H -2.7886 0.3262 0.6007  0.095
H -4.6119 1.5883 1.7705  0.106
C 1.1131 0.4808 -1.8763  -0.033
C 1.6123 1.0982 -0.6318  -0.151
C 2.8062 0.5007 0.0055  -0.003
C 1.1482 2.3797 -0.2533  -0.168
C 1.7885 3.1373 0.7847  0.029
C 1.3928 4.4355 1.0804  -0.038
C 0.3303 5.0289 0.3811  -0.014
C -0.3054 4.3237 -0.6505  -0.042
C 0.0770 3.0245 -0.9537  0.017
H 0.0274 0.3426 -1.8621  0.076
H 1.3194 1.1104 -2.7566  0.126
H 1.5769 -0.4966 -2.0408  0.097
H 2.8884 0.7479 1.0672  0.094
H 2.7990 -0.5908 -0.0773  0.088
H 3.7205 0.8571 -0.4990  0.134
H 2.6278 2.6977 1.3326  0.119
H 1.9234 4.9949 1.8572  0.123
H 0.0062 6.0375 0.6385  0.124
H -1.1004 4.7989 -1.2286  0.120
H -0.4303 2.4907 -1.7606  0.120

Its total charge is +1. As for the largest force on an atom: 2.0 eV/Å. Its energy above the lowest of the compared OMol25 structures with the same formula, charge and spin is 31.6 kcal/mol. The LUMO energy comes out at -5.3 eV. The calculation puts the HOMO-LUMO gap at 4.6 eV. The HOMO energy comes out at -9.924 eV.

=====

This record from the Open Molecules 2025 dataset describes a 4-piece molecular cluster, C4H15NO2S overall at a distorted geometry. The level of theory is ωB97M-V/def2-TZVPD.

Each line ends with the Löwdin charge.
Geometry (Å):
C 0.6288 0.8415 -1.2410  -0.235
C 0.2773 1.3910 0.2034  -0.277
C 0.2776 0.4543 1.3409  -0.205
S -2.4190 0.0813 0.0975  0.793
C -3.9668 -0.7299 0.3166  -0.549
N 0.1491 -0.4223 -1.6774  0.113
H 1.7819 0.6016 -1.3666  0.156
H 0.1076 1.4756 -1.9054  0.103
H -0.6404 1.9509 0.0967  0.047
H 1.0656 2.1551 0.2337  0.124
H -0.0493 -0.6233 1.1218  0.067
H -0.3535 0.6437 2.1878  0.063
H -3.8680 -1.6116 0.9770  0.034
H -4.7886 -0.0009 0.5268  0.057
H -4.3073 -1.2585 -0.5908  0.024
H -0.9282 -0.4314 -1.6918  0.043
H 0.5961 -1.1835 -1.2998  0.015
H 4.3636 0.0672 -0.3429  0.070
H 3.1565 -0.3507 0.4432  -0.050
O 3.6748 0.4570 0.2900  -0.127
H 1.2615 0.3181 1.7753  0.068
H 2.1261 -2.3698 0.2484  -0.043
O 1.8550 -1.4556 0.2567  -0.289

Its total charge is 0. As for the largest force on an atom: 5.5 eV/Å. Its energy above the lowest of the compared OMol25 structures with the same formula, charge and spin is 175.0 kcal/mol. The LUMO energy comes out at -4.4 eV. The calculation puts the HOMO-LUMO gap at 4.1 eV. The HOMO energy comes out at -8.439 eV.

=====

Q: What is the LUMO in the fourth record?
A: -4.4 eV